(1)
{
  "formula": "C2H7N3OP",
  "method": "the ωB97M-V functional and the def2-TZVPD basis",
  "charge": 1,
  "smiles": "CN1[NH2+]PNC1=O",
  "species": ["P", "O", "N", "N", "N", "C", "C", "H", "H", "H", "H", "H", "H", "H"],
  "coordinates": [[2.1222, -0.8436, -0.0182], [-0.0322, 2.2449, 0.0631], [0.2127, -1.1863, 0.2907], [-0.3779, -0.0112, -0.1824], [1.7742, 0.8130, 0.0398], [0.4472, 1.1335, -0.0813], [-1.8574, 0.1357, -0.0266], [-2.4844, 0.0339, -0.8786], [0.0830, -2.1507, -0.2729], [-1.9287, -0.6671, 0.7018], [2.4745, 1.5485, 0.2118], [-0.0679, -1.3242, 1.2971], [1.6476, -0.9523, -1.4137], [-2.0128, 1.2260, 0.2691]],
  "atomic_forces_ev_per_a": [[-1.2, 0.2, -1.5], [0.8, -1.5, -0.8], [1.0, -2.0, 0.2], [-0.3, 0.7, -2.0], [0.9, -0.4, 0.3], [-1.6, 2.0, 1.2], [1.8, 1.3, 1.5], [0.1, -0.8, -1.1], [-0.3, 2.8, 1.3], [-1.8, 0.4, 0.5], [-0.8, -0.5, 0.1], [0.4, -0.3, -0.9], [0.8, -0.4, 0.8], [0.1, -1.7, 0.5]],
  "lowdin_charge": [1.059, 0.112, -0.126, -0.167, -0.170, -0.561, 0.043, 0.084, 0.212, 0.086, 0.146, 0.167, -0.010, 0.126]
}

=====

(2)
{
  "formula": "C4H6NO2",
  "method": "the ωB97M-V functional and the def2-TZVPD basis",
  "charge": -1,
  "smiles": "C=C1[C@H](O)CN1[O-]",
  "species": ["O", "O", "N", "C", "C", "C", "C", "H", "H", "H", "H", "H", "H"],
  "coordinates": [[2.8357, -0.7869, -0.2907], [-1.5121, -0.3178, 0.4108], [1.6817, -0.5839, 0.2700], [0.6622, -1.5568, -0.1341], [-0.4139, -0.4762, -0.4736], [0.2604, 1.8823, 0.0653], [0.6351, 0.6390, -0.2863], [-0.9325, -0.6540, -1.3897], [-1.4850, 0.6088, 0.5606], [0.7881, -2.1917, -0.9812], [0.2369, -2.3421, 0.6707], [0.9749, 2.6890, 0.3944], [-0.6920, 2.3047, -0.0566]],
  "atomic_forces_ev_per_a": [[1.2, -0.1, 0.0], [-0.5, -1.2, 0.5], [-1.1, 1.2, -0.9], [-3.5, -0.6, 1.9], [1.1, -0.2, 0.9], [3.2, 0.7, 0.0], [-0.9, -1.8, 0.9], [0.5, 0.1, -1.4], [-0.3, 1.2, 0.8], [1.1, -0.2, -1.1], [1.2, 1.9, -1.0], [-0.4, -1.1, -0.3], [-1.6, 0.1, -0.3]],
  "lowdin_charge": [-0.348, -0.065, -0.249, -0.183, -0.353, -0.045, -0.137, 0.112, 0.017, 0.070, 0.131, 0.047, 0.004]
}

=====

(3)
{
  "formula": "CH4N2S",
  "method": "the ωB97M-V functional and the def2-TZVPD basis",
  "smiles": "NC(N)=S",
  "species": ["S", "N", "N", "C", "H", "H", "H", "H"],
  "coordinates": [[0.5594, 0.1217, -2.0605], [0.9362, -0.3630, 0.5925], [-1.2025, 0.2495, 0.0624], [0.1050, 0.0093, -0.4385], [-1.1345, 1.0370, 0.7050], [-1.8675, 0.4636, -0.5942], [1.9227, -0.4725, 0.4788], [0.6811, -1.0455, 1.2545]],
  "atomic_forces_ev_per_a": [[-0.4, 0.0, 1.7], [0.5, 0.7, -0.5], [3.0, -0.1, 1.7], [-0.3, -0.4, -0.7], [-0.2, -0.5, 0.3], [-1.6, 0.4, -2.3], [0.3, 0.4, -1.1], [-1.4, -0.4, 0.9]],
  "lowdin_charge": [0.543, 0.061, 0.055, -0.952, 0.096, 0.033, 0.083, 0.080]
}

=====

(4)
{
  "formula": "C4H8ClNO",
  "method": "the ωB97M-V functional and the def2-TZVPD basis",
  "species": ["Cl", "O", "N", "C", "C", "C", "C", "H", "H", "H", "H", "H", "H", "H", "H"],
  "coordinates": [[0.5710, 2.3065, -0.3243], [1.7225, -1.3216, -1.0134], [2.1476, 0.0946, 0.8141], [-0.0615, 0.7656, -0.7381], [-1.3914, 0.4528, -0.0966], [-1.5179, -1.0428, 0.3079], [1.5267, -0.3878, -0.2536], [-1.2244, 1.0428, 0.7589], [3.1349, -0.2262, 0.7219], [2.0381, 1.0171, 1.1531], [-0.0392, 0.6541, -1.9307], [-0.5998, -1.6272, -0.0857], [-2.2373, 0.9341, -0.6370], [-1.6619, -1.2050, 1.4175], [-2.4075, -1.4569, -0.0938]],
  "atomic_forces_ev_per_a": [[0.0, 1.8, 0.1], [0.4, 1.6, 2.0], [2.8, -2.2, -0.6], [2.7, -3.1, -3.0], [0.7, -0.3, 0.1], [1.2, -0.2, 0.3], [-4.6, 0.6, -3.2], [-0.8, 0.6, 1.7], [-0.8, 0.4, 0.9], [-0.5, 0.9, -0.1], [0.1, 0.1, 2.7], [-1.7, 0.8, 0.8], [0.5, -0.7, 0.1], [0.6, 0.4, -1.1], [-0.7, -0.6, -0.7]],
  "lowdin_charge": [0.639, 0.034, 0.127, -0.641, -0.311, -0.089, -0.453, 0.048, 0.142, 0.042, 0.127, 0.087, 0.121, 0.087, 0.040]
}

=====

(5)
{
  "formula": "C33H52N2O11",
  "method": "the ωB97M-V functional and the def2-TZVPD basis",
  "smiles": "O=[N+]([O-])c1ccccc1.O=[N+]([O-])c1ccccc1.CC(C)=O.CC(C)=O.CC(C)=O.CC(C)=O.CC(C)=O.CC(C)=O.CC(C)=O",
  "species": ["O", "O", "O", "O", "O", "O", "O", "O", "O", "O", "O", "N", "N", "C", "C", "C", "C", "C", "C", "C", "C", "C", "C", "C", "C", "C", "C", "C", "C", "C", "C", "C", "C", "C", "C", "C", "C", "C", "C", "C", "C", "C", "C", "C", "C", "C", "H", "H", "H", "H", "H", "H", "H", "H", "H", "H", "H", "H", "H", "H", "H", "H", "H", "H", "H", "H", "H", "H", "H", "H", "H", "H", "H", "H", "H", "H", "H", "H", "H", "H", "H", "H", "H", "H", "H", "H", "H", "H", "H", "H", "H", "H", "H", "H", "H", "H", "H", "H"],
  "coordinates": [[1.3499, -0.4374, -5.8932], [-6.2314, -0.4500, -6.7618], [-7.9433, -0.5922, 10.8956], [-11.0804, -6.6331, 2.6024], [7.7317, 6.9529, -5.0873], [-2.9372, -1.4286, 3.4142], [9.8687, 3.8971, 3.4464], [6.4471, -4.6926, 2.5354], [-4.1223, -0.8655, 1.7427], [9.9427, 2.8849, 1.4966], [-8.2722, 7.1579, -6.3492], [10.4515, 3.3308, 2.5251], [-3.0396, -0.9665, 2.3126], [-0.7809, 1.1541, 0.1815], [6.2064, 6.0162, -3.5517], [7.8609, -6.5230, 1.7882], [0.5805, 0.0106, 1.9072], [-9.6212, 5.6385, -5.2311], [13.9715, 2.2828, 1.6663], [12.6220, 2.5692, 1.5411], [7.3943, -5.0574, 1.8147], [12.5561, 3.4181, 3.8223], [-8.2478, -2.9001, 10.5294], [-8.7268, -7.0483, 2.5144], [1.1383, -2.7057, -5.2397], [-9.9693, -6.3852, 3.0501], [-7.0758, -1.3307, -4.7571], [-8.2952, 6.1405, -5.6698], [-5.9152, -1.7687, 10.5197], [-1.8953, 0.5010, 0.6489], [1.2012, -1.9044, -7.7605], [-1.8070, -0.4536, 1.6862], [-7.4115, -1.6431, 10.6169], [-9.7050, -5.4784, 4.2410], [-8.5996, -0.4081, -6.7034], [0.4682, 0.9103, 0.8092], [-0.5641, -0.6240, 2.2798], [7.3814, 6.8697, -3.8911], [1.2005, -1.6097, -6.2593], [-7.2096, -0.7466, -6.1300], [11.8916, 3.1511, 2.6207], [8.1708, 7.5970, -2.7946], [-7.1078, 5.2705, -5.5144], [8.0175, -4.0729, 0.8046], [14.6490, 2.7345, 2.8308], [13.9141, 3.3110, 3.8770], [-8.8555, -1.2114, -7.3943], [12.0613, 3.8471, 4.6810], [-8.7517, -4.9655, 4.1135], [1.5393, -0.0866, 2.3945], [-5.5113, -1.7974, 11.5317], [7.3394, -3.3281, 0.3880], [-7.5984, -0.7768, -3.9773], [-7.7370, -3.5717, 9.8393], [-0.4393, -1.2968, 3.1154], [-5.6721, -2.5758, 9.8286], [-10.4272, -4.6846, 4.4317], [8.7832, -3.5078, 1.3362], [-5.5257, -0.8502, 10.0806], [8.0979, 6.9353, -1.9315], [-8.8251, -7.1544, 1.4341], [14.4837, 3.6692, 4.7218], [6.4673, 5.0780, -3.0619], [8.5895, -4.5469, 0.0070], [-6.0350, -1.4431, -4.4536], [8.2423, -6.8183, 2.7657], [1.3621, 1.4109, 0.4674], [1.3652, -0.9161, -8.1901], [-8.5261, -8.0163, 2.9736], [-9.3847, -0.2288, -5.9688], [0.6308, -2.3686, -4.3358], [14.4852, 1.8781, 0.8068], [-7.4901, -2.3385, -4.7864], [-0.9450, 1.8502, -0.6277], [-9.9076, 4.7174, -5.7386], [12.1792, 2.2861, 0.5977], [-9.6959, 5.4606, -4.1583], [7.0817, -7.2163, 1.4714], [-9.2187, -2.6782, 10.0863], [2.1689, -3.0179, -5.0713], [-7.2338, 4.5293, -4.7253], [5.6846, 6.5624, -2.7659], [-10.3633, 6.4161, -5.4123], [-7.8011, -6.4879, 2.6452], [5.5662, 5.8833, -4.4239], [0.2527, -2.2646, -8.1587], [-6.1628, 5.8006, -5.3954], [2.0147, -2.5949, -7.9829], [9.1551, 7.8865, -3.1626], [7.6416, 8.5204, -2.5594], [0.5477, -3.5235, -5.6526], [-7.0236, 4.7195, -6.4511], [15.7093, 2.5528, 2.9272], [-8.3601, -3.3959, 11.4936], [-8.6175, 0.5100, -7.2907], [-9.6473, -6.1079, 5.1290], [-2.8469, 0.7333, 0.1941], [8.6963, -6.5492, 1.0885]],
  "atomic_forces_ev_per_a": [[-0.4, -1.9, -0.5], [0.5, -0.2, -0.5], [0.2, 0.1, -0.3], [1.4, 0.5, 0.5], [-0.6, 0.1, 2.6], [0.5, -0.6, 1.0], [0.4, -0.6, -1.0], [2.4, -0.8, -1.4], [1.0, 0.2, -0.4], [-0.2, 0.6, 1.1], [0.5, -0.5, 0.8], [-0.4, -0.1, -0.5], [-0.8, 0.1, -0.6], [1.2, -0.5, 0.9], [-0.4, 0.7, 0.9], [0.8, 1.1, -0.1], [-0.2, 2.1, -2.6], [-1.0, 0.2, 0.9], [0.2, 1.4, 1.2], [-0.6, 0.1, 0.6], [-2.8, 0.6, 0.4], [-1.1, 1.0, -0.5], [0.4, -0.2, -1.1], [0.6, 0.0, -0.9], [-0.7, -0.2, -0.6], [-0.9, -0.1, 0.2], [0.0, -0.7, 0.3], [-0.5, 1.2, -1.7], [-0.3, 0.7, -0.9], [-0.9, -1.1, 0.5], [0.0, 0.7, 0.7], [0.5, 2.0, -1.0], [-0.7, 0.3, 1.2], [0.0, 0.5, -0.1], [0.1, 0.0, 0.2], [-0.5, -0.3, 0.2], [-0.5, -1.7, 1.7], [1.8, 0.2, -3.3], [0.3, 2.4, 0.3], [-0.5, 1.5, 0.1], [1.8, -1.1, -0.1], [-1.2, -0.5, -0.8], [0.7, -0.6, 0.3], [0.6, -0.2, 0.5], [-1.1, -0.7, -0.7], [1.9, -0.7, -0.7], [-0.3, -0.1, 0.1], [-0.4, -0.1, -0.2], [0.1, -0.2, 0.1], [-0.2, -0.3, 0.1], [0.1, -0.6, -0.1], [-0.3, -0.3, 0.2], [-0.2, 0.1, -0.2], [-0.1, -0.4, 0.1], [-0.5, -0.2, 0.2], [0.4, -0.3, 0.6], [-0.4, -0.4, -0.2], [0.0, 0.2, 0.3], [-0.1, 0.1, 0.0], [0.7, 0.3, 0.3], [-0.2, -0.4, 0.0], [-0.2, -0.1, 0.3], [0.3, -0.1, -0.3], [-0.3, -0.3, -0.1], [0.0, 0.2, -0.3], [-0.2, 0.0, 0.1], [0.0, 0.2, -0.1], [0.2, -0.2, -0.3], [-0.4, -0.1, 0.0], [0.1, -0.6, 0.2], [0.4, 0.1, 0.0], [0.2, -0.2, 0.2], [-0.3, -0.1, 0.2], [0.5, 0.1, 0.0], [0.1, 0.0, -0.1], [-0.5, 0.2, 0.2], [0.4, -0.3, 0.1], [-0.1, 0.3, 0.1], [0.0, 0.1, 0.3], [-0.1, -0.2, 0.3], [0.1, 0.1, 0.1], [-0.5, 0.0, 0.0], [0.0, -0.1, -0.4], [-0.2, 0.3, 0.3], [0.2, -0.2, 0.2], [0.0, -0.3, 0.3], [-0.2, 0.2, 0.1], [-0.1, 0.0, -0.2], [0.0, -0.4, 0.3], [-0.2, 0.0, 0.1], [0.2, -0.3, 0.1], [0.0, -0.1, -0.1], [0.1, 0.2, 0.0], [0.0, 0.1, 0.0], [0.7, -0.1, -0.1], [0.1, 0.0, 0.1], [-0.2, -0.2, 0.1], [0.0, -0.4, 0.0]],
  "lowdin_charge": [0.033, 0.068, 0.062, 0.058, 0.022, 0.086, 0.076, 0.026, 0.063, 0.064, 0.056, -0.345, -0.360, -0.065, -0.035, -0.022, -0.059, -0.036, -0.063, -0.002, -0.432, -0.014, -0.026, -0.036, -0.029, -0.480, -0.029, -0.513, -0.024, -0.016, -0.022, -0.120, -0.506, -0.029, -0.022, -0.040, -0.038, -0.468, -0.477, -0.497, -0.129, -0.019, -0.027, -0.030, -0.050, -0.083, 0.082, 0.120, 0.072, 0.110, 0.093, 0.081, 0.083, 0.068, 0.119, 0.076, 0.081, 0.081, 0.084, 0.078, 0.084, 0.108, 0.089, 0.067, 0.083, 0.081, 0.099, 0.078, 0.089, 0.071, 0.085, 0.104, 0.085, 0.106, 0.090, 0.113, 0.082, 0.086, 0.084, 0.092, 0.079, 0.080, 0.084, 0.073, 0.088, 0.081, 0.089, 0.082, 0.083, 0.082, 0.077, 0.095, 0.101, 0.089, 0.076, 0.089, 0.115, 0.063]
}

=====

(6)
{
  "formula": "C2H3ClO2",
  "method": "the ωB97M-V functional and the def2-TZVPD basis",
  "smiles": "C=C=O.OCl",
  "species": ["Cl", "O", "O", "C", "C", "H", "H", "H"],
  "coordinates": [[-1.9822, -1.6726, -0.2384], [-0.6395, -1.5747, 0.8073], [0.0963, 2.2616, -1.8711], [0.3923, 1.6808, -0.8939], [0.6751, 0.8820, 0.0849], [1.5822, 0.9388, 0.7466], [-0.2328, -2.5205, 0.9993], [0.1086, 0.0047, 0.3653]],
  "atomic_forces_ev_per_a": [[0.7, -0.3, 0.5], [0.6, -2.8, 0.6], [0.4, -0.2, 1.3], [-0.5, 0.1, -1.8], [1.7, -0.3, 1.9], [-0.9, 0.6, -1.1], [-1.6, 2.5, -0.9], [-0.4, 0.5, -0.6]],
  "lowdin_charge": [0.579, -0.633, 0.141, -0.275, -0.008, 0.087, 0.119, -0.009]
}

=====

Relative energy (zero: lowest compared OMol25 entry of this formula, charge and spin) values (in eV) by entry order: 1.249; 6.144; 0.258; 1.625; 5.244; 3.441.